1.
Molecular formula: C31H32F6N2O4S6Sc
Method: DFT, ωB97M-V/def2-TZVPD

Properties
E_tot, hartree: -5360.09454
Frontier orbital gap (alpha / beta), eV: 3.878 / 4.089
Total charge: -1

XYZ file:
```
82
Properties=species:S:1:pos:R:3:forces:R:3
H 0.0164 3.2912 -0.1947 -0.1 -0.1 0.0
F 0.0224 -5.6492 3.6486 0.0 0.2 0.0
H 4.5539 1.3375 0.0851 0.0 0.0 0.1
H 0.8163 4.2238 -1.4524 0.0 -0.1 0.0
F 1.8539 -5.1370 0.7871 -0.1 0.1 0.1
C 2.1348 2.9326 -0.3897 0.1 0.1 0.1
O -0.5087 -2.0448 2.7841 -0.1 -0.2 0.2
S 0.2203 -3.0068 3.5932 0.0 -0.4 0.0
C -3.3125 -2.2955 -0.3164 0.1 0.1 0.3
F 3.7824 -4.9943 1.7548 -0.2 0.2 -0.1
F 3.4690 -4.0837 -0.1839 -0.1 0.2 0.1
O 3.6119 -2.0550 2.0588 0.1 0.0 0.0
C -0.6510 -4.5949 3.1759 -0.1 -0.2 0.1
H -4.9351 2.3984 0.0918 0.0 0.0 0.0
C -2.4561 -2.1131 -1.5757 0.0 -0.1 -0.1
C -3.9945 1.8687 0.1924 -0.1 0.1 0.0
C 1.4021 2.0229 6.5738 0.0 0.0 0.0
S 0.0953 2.0267 -2.1332 -0.1 0.0 -0.1
S 2.2296 1.4542 0.6718 0.0 -0.4 0.0
H -0.8494 -0.6733 -1.8103 0.1 0.0 0.1
H -3.5220 -4.6091 -5.4207 0.0 0.0 0.0
H -3.7196 -3.3084 -0.2822 0.0 0.0 0.0
H -2.7132 -2.1267 0.5856 -0.1 0.0 -0.1
H 1.7364 2.3037 7.5623 0.0 0.0 0.1
S -1.8093 2.3409 4.0957 -0.1 0.1 -0.1
Sc 0.1547 -0.5905 1.3580 0.0 1.4 -0.6
H -3.6428 2.6155 2.1519 0.0 0.0 0.0
H 3.8027 1.0430 -2.1421 -0.1 0.0 0.0
H 2.8783 2.8358 -1.1795 0.1 0.0 0.0
C -3.2692 1.9843 1.3523 0.0 0.1 0.1
H -2.2677 -0.2708 -2.7450 0.0 -0.1 0.0
C 1.7400 0.2668 -3.4801 0.1 -0.1 -0.1
H 0.8646 -0.2493 -3.8795 0.0 0.0 0.1
H -0.5872 -2.9632 -2.3176 0.0 0.0 0.0
C 3.7021 0.6592 -0.0187 0.1 0.1 0.2
H 3.2124 0.9777 6.0857 0.0 0.0 0.0
C 2.2310 1.2786 5.7394 0.0 0.0 0.1
S 2.1562 -0.6686 -1.9801 -0.1 0.1 -0.2
H -4.7841 -1.0048 -2.3222 0.0 0.0 0.0
O 0.1553 -2.8793 5.0044 0.0 -0.1 0.0
H 1.1358 2.1341 -4.3099 0.0 0.0 0.0
C -4.9787 -3.1127 -4.9539 -0.1 0.0 -0.1
C -2.9882 -3.5106 -3.6639 0.0 0.0 0.0
C 2.8965 -4.3402 0.9935 0.3 -0.2 0.0
O 1.4747 -2.1761 0.8337 0.4 -0.5 -0.3
C -2.0097 1.3392 1.4797 -0.2 0.1 -0.1
N 1.6911 -3.2617 3.1042 0.1 0.0 0.1
H 3.8958 -0.1886 0.6441 -0.1 0.1 0.0
C -3.5317 1.0667 -0.8527 0.0 -0.1 -0.1
H 2.3219 2.3075 -3.0437 0.0 0.0 0.1
H -4.1102 0.9841 -1.7662 0.0 0.0 0.0
C -1.2497 -3.0371 -1.4531 0.2 0.0 0.1
C -3.8076 -3.8149 -4.7439 0.0 0.0 0.0
H -0.5222 2.9704 6.7801 0.0 0.0 0.0
C 0.5520 1.2800 4.0168 0.4 0.0 0.1
C -1.9396 -0.6382 -1.7666 -0.1 0.1 -0.2
H -5.6172 -3.3479 -5.7952 0.0 0.0 0.0
H 4.5204 -0.4615 -1.6245 -0.1 0.0 0.0
C -1.2297 1.5176 2.6399 -0.1 0.0 0.0
C -1.5238 0.4859 0.4211 0.1 0.0 0.3
C -5.3249 -2.0995 -4.0702 -0.1 0.0 0.0
H -1.5474 -4.0809 -1.3318 0.0 0.0 0.0
C 0.1336 2.3985 6.1360 0.1 0.0 0.1
C -2.3438 0.3528 -0.7028 0.1 0.0 0.0
F -0.7764 -4.7366 1.8593 0.1 0.1 0.0
C 3.6618 0.1979 -1.4673 0.2 -0.1 -0.2
N 0.0409 0.9929 2.7908 -0.6 0.1 0.1
C 0.7720 3.2370 -0.9800 0.0 0.1 -0.1
S 2.3940 -2.7492 1.8116 0.0 -0.7 -0.1
C -3.3188 -2.4992 -2.7714 0.0 0.1 0.0
F -1.8687 -4.5963 3.7187 0.2 0.1 0.0
C -4.5070 -1.8011 -2.9983 0.0 0.0 0.0
H -0.6569 -2.7627 -0.5740 -0.1 0.0 -0.1
H 2.4409 3.7916 0.2136 0.0 -0.1 0.0
H -6.2374 -1.5377 -4.2181 -0.1 0.0 0.0
C 1.4271 1.7543 -3.3269 0.1 0.0 0.0
H -4.1352 -1.5848 -0.2802 -0.1 0.0 0.0
C 1.8220 0.9047 4.4709 0.0 -0.1 -0.1
H -2.0809 -4.0793 -3.5263 0.1 0.0 0.0
C -0.2792 2.0245 4.8755 0.0 0.0 0.0
H 2.4740 0.3262 3.8208 -0.1 0.0 0.0
H 2.5360 0.1399 -4.2218 0.0 0.0 0.1
```
Positions in Å, forces in eV/Å.


2.
Molecular formula: C26H19N5O2S2
Method: DFT, ωB97M-V/def2-TZVPD

Properties
E_tot, hartree: -2222.82630
SMILES: O=C(CSc1nnc(-c2cccnc2)n1Cc1ccco1)N1c2ccccc2Sc2ccccc21
Frontier orbital gap, eV: 8.730

XYZ file:
```
54
Properties=species:S:1:pos:R:3:forces:R:3
S -2.1757 -0.0468 -2.0561 -0.3 0.0 -0.2
C -3.4330 4.0102 2.9709 -0.1 0.0 0.1
S -0.8852 1.1676 1.6948 0.0 0.2 -0.2
C 1.5744 1.5544 0.5328 -0.1 0.1 0.0
H 0.8656 -6.4226 -0.5538 0.1 -0.2 0.0
C -1.9642 1.6197 -2.7855 -0.2 -0.3 0.1
H -2.5939 1.6660 -3.6725 0.1 0.1 0.1
N 2.8631 -2.8275 2.0817 0.0 -0.1 0.6
C 3.2983 -2.6567 -0.6492 -0.1 0.0 0.2
N 1.6221 -0.4830 -1.8578 1.0 -0.6 0.5
H 0.1443 3.7014 -2.3311 0.0 0.1 -0.1
H 1.2274 -1.6479 1.8299 -0.2 0.1 0.0
C -0.3150 2.5376 -0.6009 0.6 0.1 -0.2
O -3.6113 3.0616 -1.8500 -0.1 0.0 -0.1
C -2.5688 2.9310 2.9361 0.0 0.0 -0.1
H -1.9562 -2.1101 -0.4077 0.1 0.0 0.2
O -0.2726 -4.0546 1.3673 -0.3 0.4 0.3
C -3.1205 4.3501 0.6121 0.0 0.0 0.0
C -0.5057 -0.4261 -1.7531 0.1 0.0 0.0
C 3.8932 -3.4355 1.5187 0.2 -0.1 -0.2
C 2.4181 2.0644 -0.4355 0.0 0.1 0.0
C 2.0366 -2.1473 1.3133 0.0 0.2 -0.5
H 0.0116 -4.2224 -1.8734 0.0 0.1 -0.2
C -0.4251 -3.5113 0.1432 -0.1 -0.3 -0.9
N -1.7032 2.7996 -0.6555 0.1 0.2 0.5
N 0.5249 0.0666 -2.3878 -0.9 0.1 -0.4
H 5.0334 -3.8576 -0.2529 0.1 -0.1 0.0
H 0.4461 -5.8536 2.0796 0.0 0.0 0.2
H 4.5302 -3.9923 2.1930 0.1 -0.1 0.0
C -2.2771 3.2504 0.5624 -0.3 0.1 0.3
N -0.1076 -1.3012 -0.7857 0.4 0.5 -0.5
C -0.9586 -2.1197 0.0460 -0.2 -0.3 0.5
H 2.5653 3.2459 -2.2136 0.1 0.0 -0.1
C 0.0087 -4.3816 -0.8143 -0.4 0.5 0.4
C 0.4569 -5.5327 -0.1222 0.0 0.0 0.5
H -0.9114 1.7086 -3.0363 0.0 0.1 -0.1
C 0.2114 1.7928 0.4502 -0.3 -0.1 0.2
C 0.5490 3.0870 -1.5403 0.0 0.0 0.2
C 1.2612 -1.2957 -0.8988 -0.2 0.2 -0.2
H -4.3697 5.5669 1.8395 -0.1 0.1 0.0
H 1.9592 0.9632 1.3498 0.1 0.0 0.1
C 1.9063 2.8367 -1.4649 0.0 0.0 0.0
H 3.4751 1.8594 -0.3827 0.1 0.0 0.0
H 3.4563 -2.5674 -1.7129 0.0 0.0 -0.1
C 0.2582 -5.2750 1.1979 0.3 -0.6 -0.5
H -1.0344 -1.6913 1.0513 -0.1 0.0 -0.2
C -3.7025 4.7195 1.8127 0.0 0.0 0.0
C 2.1866 -2.0467 -0.0707 0.4 -0.2 0.3
H -3.8895 4.2983 3.9053 0.0 0.0 0.1
H -2.3405 2.3705 3.8295 0.1 0.0 0.1
C 4.1664 -3.3662 0.1599 -0.1 0.1 0.0
C -1.9944 2.5525 1.7341 0.2 -0.2 -0.1
H -3.3363 4.8919 -0.2935 0.0 0.0 0.0
C -2.4975 2.5990 -1.7532 0.0 -0.2 -0.4
```
Positions in Å, forces in eV/Å.


3.
Molecular formula: C5H17NO3
Method: DFT, ωB97M-V/def2-TZVPD

Properties
E_tot, hartree: -481.13186
SMILES: C/C=C/NCC.O.O.O
Frontier orbital gap, eV: 8.396

XYZ file:
```
26
Properties=species:S:1:pos:R:3:forces:R:3
H 2.3745 2.1053 1.9371 -0.5 -0.2 -0.6
H 0.7736 0.5535 3.4030 -0.2 0.0 0.1
O -1.5047 -1.7097 -2.4723 0.1 0.2 -0.4
H 1.7087 -0.9065 3.6710 0.4 0.1 -0.3
O -2.5094 -2.7624 0.2997 0.2 -0.8 0.0
N 0.2252 0.2096 -0.5755 -0.9 0.5 0.4
H -1.6522 0.9366 -1.2583 -0.1 -0.2 0.2
H 0.9796 -0.2170 -1.0660 0.4 -0.2 -0.1
H -0.5022 0.7509 1.3653 -0.2 0.4 -0.6
C -0.1638 1.1870 -2.7831 -1.0 -0.3 -1.0
C 0.2540 0.2106 0.8050 0.6 -1.4 0.4
H -1.3666 -1.1579 -1.6828 -0.2 -0.9 -0.1
O 2.9082 2.6251 1.3354 1.1 0.5 0.5
C 0.9126 -0.4734 3.0717 -0.3 -0.9 -0.3
C 1.0471 -0.5732 1.5614 0.1 1.3 -0.1
H 2.5172 2.7590 0.4773 -0.6 -0.4 0.0
H -0.0435 0.2086 -3.2555 0.6 -0.2 0.5
C -0.5839 1.1470 -1.3215 0.6 0.7 -0.6
H -2.1132 -3.5484 0.7038 -0.1 0.0 -0.4
H 0.6726 1.8475 -2.9902 0.2 -0.1 0.1
H -1.9551 -2.5380 -2.2496 0.2 0.7 0.5
H -1.0070 1.5137 -3.4022 0.0 0.6 0.3
H 1.8350 -1.1326 1.0712 0.0 -0.3 0.2
H -2.4017 -2.1285 0.9996 0.0 0.7 0.4
H 0.0399 -1.0839 3.3239 -0.1 0.3 0.4
H -0.4447 2.1772 -0.9685 -0.1 -0.1 0.3
```
Positions in Å, forces in eV/Å.


4.
Molecular formula: C19H23N5O4S
Method: DFT, ωB97M-V/def2-TZVPD

Properties
E_tot, hartree: -1710.85806
SMILES: Cc1ccc(C(=O)Nc2c(N)nc(SCC(=O)NC[C@@H]3CCCO3)[nH]c2=O)cc1
Frontier orbital gap, eV: 8.274

XYZ file:
```
52
Properties=species:S:1:pos:R:3:forces:R:3
C -1.3986 1.0860 -1.3300 0.5 0.4 0.3
C 1.6904 0.3374 -0.9994 -0.2 0.1 0.0
H 3.6848 -0.4123 -2.5369 0.0 0.0 -0.1
H -1.3600 -1.2507 3.2016 0.1 0.0 -0.1
H 7.7455 1.4433 -0.0750 0.1 0.0 0.0
C -0.8645 2.2540 0.7540 -0.1 -0.3 -0.3
H -4.6028 -0.2716 0.9590 0.0 0.0 -0.2
H -0.4066 0.0227 2.4009 0.0 0.0 0.0
H -0.2213 -0.0106 -2.5441 -0.2 0.1 0.0
C -3.7079 -2.0576 0.3697 0.5 0.1 -0.1
C -2.2286 -1.6539 0.4247 -0.3 -0.3 -0.3
N -2.7227 1.3271 -1.1069 -0.1 0.1 -0.1
O -0.1000 2.6870 1.6079 0.2 0.1 0.2
N -2.2383 2.4787 0.8530 0.0 0.1 0.1
H 1.3670 1.8708 0.2962 0.0 -0.1 -0.2
C 5.4059 -0.0304 -1.3164 0.0 0.0 0.1
S -4.8108 2.1069 0.2512 -0.4 0.2 0.2
H -1.7699 -3.4517 1.5370 0.0 -0.1 0.0
C 4.0530 -0.0514 -1.5884 -0.2 0.0 0.0
H -6.4791 0.8891 -0.8867 0.0 0.0 0.0
H -0.9179 -3.3412 -0.0177 0.0 -0.1 0.0
C 3.1329 0.3986 -0.6447 0.4 -0.1 0.0
H -5.2414 1.4817 -2.0256 0.0 -0.2 0.1
O -4.4889 -0.9415 -2.0993 0.1 -0.2 -0.4
H -1.9479 -1.2639 -0.5624 0.0 -0.1 0.1
O 1.2633 -0.5040 -1.7881 0.2 -0.1 0.0
C 3.5976 0.8387 0.5924 -0.1 0.0 -0.2
C -5.4086 1.0044 -1.0613 0.3 0.3 -0.1
H -3.8669 -2.7420 -0.4655 0.0 0.0 0.1
O -2.0623 -0.6012 1.3768 -0.3 -0.1 0.0
H 7.8773 -0.2887 -0.3709 0.1 0.0 0.0
C -0.9713 -0.8974 2.2358 0.3 -0.1 0.3
H 2.9106 1.1503 1.3669 -0.1 0.0 0.1
H 6.1077 -0.3730 -2.0631 0.1 0.0 -0.1
C -3.0898 1.9548 -0.0503 0.0 -0.1 -0.3
C -0.1676 -1.9945 1.5427 -0.2 0.1 0.0
C 7.3444 0.4673 0.2008 0.0 0.1 0.0
N 0.9293 1.2773 -0.4051 0.2 0.4 0.3
H 7.5367 0.3134 1.2601 0.1 0.0 0.1
H 5.3015 1.1845 1.8255 0.0 0.0 0.1
H -2.5730 2.9594 1.6787 0.1 -0.1 -0.1
C 4.9530 0.8461 0.8603 0.1 0.0 0.0
N -4.5403 -0.8942 0.1651 0.0 -0.1 0.4
C -4.7264 -0.3649 -1.0624 -0.5 0.2 0.2
N -1.1202 0.4792 -2.4969 0.1 -0.2 -0.2
C -1.2745 -2.7750 0.8381 -0.1 0.3 0.0
C -0.4587 1.4965 -0.3940 -0.5 -0.3 -0.1
H 0.4047 -2.5954 2.2452 0.1 0.0 0.0
H -1.9160 0.0853 -2.9754 -0.1 0.0 0.0
C 5.8765 0.4223 -0.0891 -0.1 0.0 0.0
H 0.5103 -1.5633 0.8057 0.0 0.0 0.0
H -4.0093 -2.5323 1.3062 0.1 0.0 0.0
```
Positions in Å, forces in eV/Å.


Per-record molar mass, g/mol: 847.953, 497.605, 139.195, 417.491
Per-record largest force on an atom, eV Å⁻¹: 1.54, 1.21, 1.59, 0.73